1.
Entry from the OMol25 dataset: a molecular structure, C28H46N3O2OsS2Si4Te (ωB97M-V/def2-TZVPD).

Geometry as XYZ:
```
87
Properties=species:S:1:pos:R:3:lowdin_spin:R:1
Os -0.9236 -2.1386 0.2998 2.382
O -2.0334 -0.9254 -0.7783 0.132
C -3.0320 -1.2041 -1.6129 0.014
C -3.3684 -0.2411 -2.5749 0.008
C -4.3735 -0.4768 -3.4871 0.002
C -5.1088 -1.6674 -3.4680 0.012
C -4.8253 -2.5942 -2.4961 0.001
C -3.7851 -2.3881 -1.5713 0.015
C -3.6571 -3.3198 -0.4838 0.014
N -2.6794 -3.3734 0.3431 0.022
C -2.8647 -4.1857 1.5602 0.006
C -2.5738 -3.2792 2.7576 0.009
N -1.1923 -2.8858 2.5531 0.129
C -0.2927 -3.2780 3.3627 0.006
C 1.1061 -3.3481 2.9879 0.019
C 2.0920 -3.4785 3.9735 -0.003
C 3.4078 -3.6952 3.6308 0.015
C 3.7403 -3.8361 2.2810 -0.004
C 2.7780 -3.7483 1.2952 0.016
C 1.4510 -3.4859 1.6348 0.012
O 0.5482 -3.4017 0.6406 0.183
H -2.8182 0.6886 -2.5775 0.000
H -4.6039 0.2832 -4.2233 0.000
H -5.9006 -1.8395 -4.1826 0.001
H -5.4077 -3.5056 -2.4237 0.000
H -4.5033 -3.9880 -0.3179 0.000
H -2.1466 -5.0069 1.5502 0.000
H -3.8759 -4.5930 1.5967 0.000
H -2.7322 -3.8119 3.6994 0.002
H -3.2258 -2.4041 2.7252 0.001
H -0.5779 -3.6779 4.3414 0.005
H 1.8026 -3.4020 5.0153 0.000
H 4.1682 -3.7764 4.3945 0.001
H 4.7686 -4.0236 1.9991 -0.001
H 3.0278 -3.8554 0.2489 0.000
S 2.5672 -1.1977 -1.4133 0.068
C 1.3920 -1.6526 -2.5013 0.086
N 0.9958 -0.9377 -3.5533 0.069
C -0.2508 -1.3455 -4.1983 0.006
C -0.2950 -2.8518 -4.0012 0.005
S 0.4495 -3.1221 -2.3636 0.059
H 1.3716 -0.0059 -3.6602 0.001
H -0.2437 -1.0713 -5.2515 0.000
H -1.0961 -0.8574 -3.7063 0.003
H 0.3198 -3.3676 -4.7374 0.002
H -1.3058 -3.2518 -4.0240 0.000
C -0.7929 2.2502 3.3039 0.013
Si 0.8269 2.8596 2.6020 0.019
C 2.2423 2.1407 3.5806 0.003
C 0.8728 4.7229 2.7042 0.004
Si 0.9981 2.1725 0.3570 0.048
Te 0.9212 -0.3406 0.8660 0.575
Si -0.7963 2.8947 -0.9399 0.001
C -2.4112 2.4798 -0.1160 0.000
C -0.6220 4.7425 -1.1594 0.001
C -0.6963 2.0659 -2.6115 0.001
Si 3.1191 2.6743 -0.5243 0.011
C 3.2494 2.4581 -2.3749 0.003
C 3.3507 4.4860 -0.1310 0.002
C 4.4220 1.6664 0.3457 0.001
H -0.7699 2.3436 4.3932 0.000
H -0.9860 1.2024 3.0609 0.013
H -1.6325 2.8416 2.9355 0.001
H 2.1116 2.3889 4.6378 0.000
H 3.2010 2.5508 3.2582 0.000
H 2.2959 1.0538 3.4947 0.003
H 0.7224 5.0288 3.7435 0.001
H 0.0821 5.1826 2.1081 0.000
H 1.8263 5.1322 2.3716 0.000
H -2.4911 2.9662 0.8568 0.000
H -2.5040 1.4014 0.0320 0.000
H -3.2500 2.8209 -0.7296 0.000
H -0.4337 5.2505 -0.2118 0.000
H -1.5368 5.1638 -1.5845 0.000
H 0.2022 4.9817 -1.8357 0.000
H -0.6701 0.9822 -2.4819 0.000
H 0.1960 2.3829 -3.1514 0.000
H -1.5623 2.3267 -3.2277 0.000
H 2.3457 2.7758 -2.8944 0.000
H 3.4598 1.4200 -2.6319 0.000
H 4.0711 3.0786 -2.7433 0.000
H 2.4956 5.0934 -0.4368 0.000
H 4.2305 4.8576 -0.6636 0.000
H 3.5134 4.6473 0.9353 0.000
H 4.2608 0.5946 0.2213 0.000
H 4.4350 1.8801 1.4155 0.000
H 5.4104 1.9037 -0.0575 0.000
```

Results
- spin multiplicity = 5
- total charge = +1
- Kohn-Sham gap (spin up / spin down) (eV) = 6.9 / 6.8

=====

2.
Entry from the OMol25 dataset: C6H7NO in the gas phase at a distorted geometry (ωB97M-V/def2-TZVPD).

Geometry as XYZ:
```
15
Properties=species:S:1:pos:R:3:mulliken_charge:R:1
C -0.9775 -1.2067 -1.8244 -0.955
C -0.6172 -0.4897 -0.7893 0.435
C -0.0598 1.7968 -0.0460 -0.067
C 0.7078 1.4486 1.0325 -0.686
C 1.0291 -0.0159 0.8693 0.312
C -0.3126 -0.6880 0.6627 -0.280
H -1.1317 -2.2657 -1.7218 0.268
H -1.0696 -0.7329 -2.7362 0.330
H -0.4702 2.7745 -0.1126 0.421
H 1.0761 2.1921 1.7616 0.338
H 1.7366 -0.2345 0.0411 0.278
H 1.1124 -2.0303 0.9935 0.310
H -1.1096 -0.2243 1.2902 0.327
N 0.7183 -1.2912 1.5322 -0.627
O -0.6321 0.9673 -0.9527 -0.404
```

Results
- SMILES = C=C1OC=C[C@H]2N[C@H]12
- energy above the lowest of the compared OMol25 structures with the same formula, charge and spin (eV) = 4.244
- Kohn-Sham gap (eV) = 9.6

=====

3.
Entry from the OMol25 dataset: C5H9NO in the gas phase at a distorted geometry (ωB97M-V/def2-TZVPD).

Geometry as XYZ:
```
16
Properties=species:S:1:pos:R:3:mulliken_charge:R:1
C -0.3850 1.2976 -0.3948 0.133
C 0.4456 0.0794 -0.1478 1.234
C 0.5682 -0.8996 -1.2597 -1.309
C 1.7450 0.2291 0.7088 -1.481
C -2.0315 -0.1730 0.8646 -0.753
N -0.7717 0.4729 0.5857 -0.135
O -0.5419 2.3063 -0.9762 -0.568
H 1.0905 -0.4486 -2.1835 0.290
H -0.3734 -1.1802 -1.6536 0.350
H 1.3562 -1.6571 -0.9672 0.310
H 2.4704 0.8079 0.1571 0.312
H 2.0784 -0.7552 1.0863 0.409
H 1.4976 0.7751 1.6217 0.359
H -2.0186 -0.9824 1.6672 0.258
H -2.6453 0.6822 1.0294 0.319
H -2.4844 -0.5544 -0.1381 0.272
```

Results
- SMILES = CN1C(=O)C1(C)C
- energy above the lowest of the compared OMol25 structures with the same formula, charge and spin (eV) = 2.956
- Kohn-Sham gap (eV) = 9.7

=====

4.
Entry from the OMol25 dataset: a molecular structure, C4H6N2O (ωB97M-V/def2-TZVPD).

Geometry as XYZ:
```
13
Properties=species:S:1:pos:R:3:mulliken_charge:R:1
C 1.7274 0.4993 0.1590 -0.817
C 0.7474 0.3254 -0.8333 0.436
C 0.3371 -1.0493 -0.8508 -0.206
N -0.8358 -1.0502 -0.2647 0.051
C -1.0592 0.3267 0.1340 -0.213
O -2.3140 0.5548 0.5863 -0.452
N -0.3556 1.1382 -0.6480 -0.533
H 1.8482 1.4920 0.5846 0.329
H 2.5819 -0.1728 0.2433 0.252
H 0.1572 0.2109 1.1858 0.175
H 0.9164 -1.9470 -1.0305 0.414
H -1.3520 -1.8445 0.0863 0.208
H -2.3990 1.5165 0.6479 0.354
```

Results
- energy above the lowest of the compared OMol25 structures with the same formula, charge and spin (eV) = 5.527
- Kohn-Sham gap (spin up / spin down) (eV) = 8.3 / 8.3

=====

Q: Which total energy values were calculated for the entries above? A: -3722.212201 -362.657533 -325.828913 -340.591782, in a.u..